The following is a DFT calculation (ωB97M-V/def2-TZVPD) of an isolated molecule of C18H26N2O4.

Calculated values
Energy relative to the best compared isomer or geometry (same formula, charge and spin) = 4.6 kcal per mole
SMILES = CCCCOc1ccc(C(=O)NCC(=O)NC[C@@H]2CCCO2)cc1
Charge = 0
HOMO energy = -8.684 eV
Spin multiplicity = 1
F_max = 0.72 eV/Å

Each line ends with the natural charge from an NBO analysis.
Geometry (Å):
C (-7.44953, -0.70127, 0.60947)  -0.608
C (-6.90367, 0.61560, 0.06880)  -0.392
C (-5.67912, 0.43755, -0.82701)  -0.409
C (-4.45521, -0.06873, -0.06985)  -0.067
O (-3.36381, -0.05107, -0.97094)  -0.510
C (-2.15029, -0.47807, -0.54685)  0.400
C (-1.86181, -0.92804, 0.73911)  -0.336
C (-0.57937, -1.33699, 1.05129)  -0.133
C (0.43217, -1.33185, 0.09817)  -0.187
C (1.79031, -1.76256, 0.50796)  0.695
O (2.21366, -1.59257, 1.64546)  -0.670
N (2.51218, -2.40286, -0.43881)  -0.592
C (3.89656, -2.78224, -0.23209)  -0.316
C (4.78945, -1.54896, -0.44190)  0.668
O (5.49329, -1.39894, -1.41823)  -0.629
N (4.67000, -0.66499, 0.56811)  -0.626
C (5.04639, 0.71787, 0.39293)  -0.254
C (4.08205, 1.41252, -0.60201)  0.082
C (4.01895, 2.92477, -0.37845)  -0.425
C (2.95087, 3.04858, 0.71462)  -0.441
C (2.13585, 1.74791, 0.57859)  -0.081
O (2.75028, 0.96656, -0.43236)  -0.543
C (0.14520, -0.86300, -1.18323)  -0.162
C (-1.12571, -0.43897, -1.49814)  -0.275
H (-7.66304, -1.38790, -0.20651)  0.203
H (-6.73936, -1.17478, 1.28227)  0.198
H (-8.37103, -0.52768, 1.16012)  0.213
H (-7.68453, 1.10758, -0.51454)  0.207
H (-6.64980, 1.27433, 0.90237)  0.195
H (-5.41692, 1.39513, -1.28065)  0.213
H (-5.90630, -0.26080, -1.63410)  0.204
H (-4.24774, 0.58600, 0.78833)  0.171
H (-4.61995, -1.09022, 0.29530)  0.174
H (-2.62351, -0.95756, 1.50209)  0.222
H (-0.34707, -1.67578, 2.04979)  0.232
H (2.17498, -2.40111, -1.38749)  0.404
H (4.00193, -3.15019, 0.79164)  0.230
H (4.16544, -3.56297, -0.94358)  0.225
H (3.93418, -0.85112, 1.24496)  0.431
H (5.01551, 1.20304, 1.36894)  0.196
H (6.06142, 0.76262, -0.00801)  0.223
H (4.37018, 1.13103, -1.61831)  0.207
H (3.68837, 3.41692, -1.29281)  0.213
H (4.98068, 3.33720, -0.08254)  0.214
H (3.40835, 3.11180, 1.70134)  0.205
H (2.32704, 3.92835, 0.57296)  0.218
H (1.10512, 1.92516, 0.25987)  0.188
H (2.11190, 1.18611, 1.52044)  0.181
H (0.92574, -0.78148, -1.92461)  0.218
H (-1.36028, -0.06393, -2.48193)  0.223

***

The following is a DFT calculation (ωB97M-V/def2-TZVPD) of an isolated molecule of C11H13ClN2O3S at a distorted geometry.

Calculated values
SMILES = O=C1CCN(S(=O)(=O)c2ccc(Cl)cc2)CCN1
Charge = 0
HOMO energy = -9.718 eV
Spin multiplicity = 1
F_max = 1.05 eV/Å

Each line ends with the natural charge from an NBO analysis.
Geometry (Å):
O (0.99618, 3.52345, 3.00188)  -0.619
C (1.07471, 2.75127, 2.06712)  0.675
C (-0.16034, 2.02367, 1.55566)  -0.518
C (0.07135, 0.61031, 1.03840)  -0.245
N (0.52476, 0.58707, -0.34166)  -0.665
S (0.94597, -0.98470, -0.79595)  2.310
O (1.68341, -1.63981, 0.24963)  -0.944
O (1.53877, -0.91113, -2.09757)  -0.935
C (-0.67577, -1.72709, -0.92659)  -0.359
C (-1.06917, -2.70559, -0.03398)  -0.121
C (-2.33356, -3.25901, -0.14180)  -0.249
C (-3.18203, -2.81662, -1.14833)  -0.023
Cl (-4.75635, -3.49930, -1.28774)  0.029
C (-2.78265, -1.83502, -2.04757)  -0.221
C (-1.51701, -1.28872, -1.93173)  -0.164
C (1.52524, 1.57197, -0.69499)  -0.253
C (2.63855, 1.70340, 0.34511)  -0.245
N (2.26486, 2.54764, 1.46112)  -0.620
H (-0.63259, 2.63174, 0.78141)  0.234
H (-0.85019, 1.98689, 2.40077)  0.255
H (0.78320, 0.08294, 1.68744)  0.209
H (-0.87083, 0.05401, 1.05808)  0.220
H (-0.37656, -3.02362, 0.72918)  0.242
H (-2.66084, -4.02526, 0.54288)  0.236
H (-3.45620, -1.51034, -2.82472)  0.235
H (-1.16518, -0.53216, -2.61387)  0.243
H (1.94633, 1.23481, -1.64328)  0.253
H (1.04105, 2.54022, -0.85030)  0.209
H (3.51169, 2.15950, -0.12778)  0.216
H (2.92204, 0.69818, 0.68425)  0.207
H (3.02113, 3.05132, 1.90494)  0.408

***

The following is a DFT calculation (ωB97M-V/def2-TZVPD) of a structure of composition C12H36CrO15P3 at a distorted geometry.

Calculated values
⟨S²⟩ = 3.782
Charge = 0
HOMO energy (spin up / spin down) = -7.539 / -7.855 eV
Spin multiplicity = 4
F_max = 3.13 eV/Å

Each line ends with the Löwdin spin population.
Geometry (Å):
Cr (0.93755, 0.31675, -0.48778)  2.912
C (2.13843, 1.55034, -2.93288)  0.005
O (1.02260, 1.08345, -2.24933)  0.005
H (2.74677, 0.81282, -3.47928)  0.003
H (1.76513, 2.23721, -3.68129)  -0.002
H (2.85451, 2.03900, -2.24768)  0.000
C (3.58049, -1.05363, -0.12922)  0.003
O (2.48079, -0.81501, -0.98768)  -0.003
H (3.19667, -1.19784, 0.87437)  0.000
H (4.03077, -1.96749, -0.57011)  -0.003
H (4.29329, -0.22553, -0.19317)  0.001
C (2.82334, 1.82810, 1.19137)  0.008
O (1.59453, 1.81074, 0.44378)  0.026
H (3.61563, 2.06289, 0.53676)  0.002
H (2.87236, 2.65928, 1.91450)  -0.002
H (3.12708, 0.86840, 1.60369)  0.001
C (0.41234, 1.67867, 3.26742)  0.001
O (-0.42740, 0.57590, 3.25425)  0.000
P (0.05773, -0.81755, 2.69312)  0.001
O (0.98399, -0.72754, 1.50291)  0.010
O (0.76982, -1.65457, 3.84754)  0.000
C (0.21113, -2.03523, 5.19060)  0.000
O (-1.26102, -1.60112, 2.54888)  0.000
C (-2.39439, -1.25905, 1.75001)  0.000
H (-0.08344, 2.54803, 3.66318)  0.000
H (0.87443, 1.85906, 2.26255)  0.000
H (1.23971, 1.58851, 4.01251)  0.000
H (0.86078, -1.49619, 5.87368)  0.000
H (0.35458, -3.12020, 5.40719)  0.000
H (-0.82288, -1.74321, 5.20013)  0.000
H (-2.19756, -1.29405, 0.67737)  0.000
H (-2.70817, -0.24565, 1.97269)  0.000
H (-3.20352, -1.90139, 2.16863)  0.000
C (0.91445, -3.69124, -0.15823)  0.000
O (0.18611, -3.74672, -1.40017)  0.001
P (-0.32603, -2.44494, -2.13368)  0.003
O (-0.33243, -1.16934, -1.31235)  0.014
O (0.43441, -2.41710, -3.55714)  0.001
C (1.91312, -2.15329, -3.57453)  0.000
O (-1.81913, -2.79474, -2.51186)  0.000
C (-2.42807, -2.13718, -3.66282)  0.000
H (1.73431, -2.91153, -0.23023)  0.000
H (1.39137, -4.70485, 0.00986)  0.000
H (0.17744, -3.51316, 0.63234)  0.000
H (2.23414, -1.95203, -2.53414)  0.000
H (2.18522, -1.22366, -4.11151)  0.000
H (2.46124, -3.02384, -3.98853)  0.000
H (-2.62544, -2.91541, -4.39927)  0.000
H (-1.75543, -1.43914, -4.11244)  0.000
H (-3.34533, -1.70211, -3.33503)  0.000
C (-3.97184, 1.83355, 1.42324)  0.000
O (-3.62992, 1.92110, 0.06014)  0.000
P (-2.11489, 2.19429, -0.31728)  0.001
O (-1.18330, 1.09385, 0.04940)  0.010
O (-2.19443, 2.49783, -1.79230)  0.000
C (-1.84794, 1.46384, -2.76054)  0.000
O (-2.09739, 3.60188, 0.35707)  0.000
C (-0.82445, 4.27930, 0.49595)  0.000
H (-4.12667, 2.82458, 1.91333)  0.000
H (-3.11469, 1.37797, 1.95939)  0.000
H (-4.82662, 1.21341, 1.59848)  0.000
H (-1.71395, 0.54785, -2.25132)  0.000
H (-0.93863, 1.84846, -3.24665)  0.000
H (-2.65548, 1.54052, -3.50145)  0.000
H (-0.50842, 4.69405, -0.45883)  0.000
H (-0.09676, 3.51246, 0.80498)  0.000
H (-0.90063, 5.13145, 1.14743)  0.000

***

The following is a DFT calculation (ωB97M-V/def2-TZVPD) of an isolated molecule of C6H10Cl2 at a distorted geometry.

Calculated values
Energy relative to the best compared isomer or geometry (same formula, charge and spin) = 16.5 kcal per mole
SMILES = C/C(Cl)=C(/C)[C@H](C)Cl
Charge = 0
HOMO energy = -9.281 eV
Spin multiplicity = 1
F_max = 2.69 eV/Å

Each line ends with the natural charge from an NBO analysis.
Geometry (Å):
C (0.63025, -1.90992, -0.13321)  -0.663
C (0.90995, -0.43282, 0.13919)  0.069
Cl (2.65889, -0.08386, -0.14446)  -0.072
C (0.12784, 0.63067, 0.15277)  -0.069
C (0.73792, 1.98333, 0.00791)  -0.633
C (-1.34404, 0.55634, 0.45990)  -0.179
C (-1.70527, -0.39261, 1.60944)  -0.628
Cl (-2.26673, -0.05981, -0.96303)  -0.091
H (1.23960, -2.53661, 0.53743)  0.231
H (-0.40589, -2.05256, 0.11884)  0.223
H (0.71753, -2.14877, -1.20964)  0.242
H (1.27702, 2.04737, -0.94782)  0.235
H (-0.04314, 2.71392, 0.03807)  0.207
H (1.41165, 2.17076, 0.83157)  0.234
H (-1.70258, 1.52574, 0.57050)  0.214
H (-2.45162, -1.15711, 1.25908)  0.233
H (-2.06884, 0.18757, 2.46703)  0.226
H (-0.78029, -0.91771, 1.74620)  0.220

***

The following is a DFT calculation (ωB97M-V/def2-TZVPD) of a cluster of 2 separate species, C2H8P2S in total at a distorted geometry.

Calculated values
Energy relative to the best compared isomer or geometry (same formula, charge and spin) = 39.4 kcal per mole
Charge = 0
HOMO energy = -8.598 eV
Spin multiplicity = 1
F_max = 3.98 eV/Å

Each line ends with the natural charge from an NBO analysis.
Geometry (Å):
C (0.94893, -3.42598, 0.12751)  -0.851
C (-2.89949, 1.87957, -0.47703)  -0.751
P (0.50307, 2.34690, 0.80670)  -0.055
P (0.04810, 0.57831, -0.08373)  0.201
S (-1.82578, 0.52260, -0.97392)  -0.034
H (1.85715, -3.34018, 0.62240)  0.213
H (1.31176, -3.90170, -0.78221)  0.213
H (0.42144, -2.47720, -0.26786)  0.214
H (-3.29928, 2.20390, -1.42045)  0.233
H (-3.66517, 1.69445, 0.28809)  0.239
H (-2.17101, 2.68487, -0.21101)  0.227
H (-0.54313, 3.01583, 0.26034)  -0.060
H (0.22180, -3.88714, 0.70305)  0.211

***

What E values result from the calculations? In sequence: -30259.156; -44098.349; -100035.007; -31428.327; -31615.017 eV.